A cluster of 2 separate species, C30H38N6O3 in total at a distorted geometry, computed with wB97M-V/def2-TZVPD.

Its orbital gap is 5.2 eV. For the LUMO energy, the calculation gives -0.747 eV. Its highest occupied orbital energy is -5.9 eV. The total energy is -1720.06869 Eh. The energy relative to the best compared isomer or geometry (same formula, charge and spin) is 6.443 eV.

Element x y z (Å)
C -0.77285 -0.32782 5.93317
C 0.07243 0.02582 4.68934
C 0.67747 1.39636 4.87254
N -0.71817 0.14166 3.44577
N -1.46570 1.26183 3.39795
N -2.35692 1.04099 2.43451
C -3.17017 2.21641 2.03825
C -2.22619 3.26818 1.48617
C -3.90857 2.73782 3.25144
C -2.18093 -0.16619 1.86380
C -3.20182 -0.66698 0.93326
C -4.55272 -0.93250 1.29238
C -5.46233 -1.31011 0.31573
C -5.04003 -1.46065 -1.01798
C -3.69825 -1.22234 -1.37895
C -2.78332 -0.85534 -0.40055
C -1.11944 -0.81048 2.49319
C -0.67183 -2.19837 2.40761
H -0.13196 -0.34008 6.83743
H -1.56249 0.42336 6.12448
H -1.23909 -1.32464 5.85622
H 0.82580 -0.75496 4.54171
H 1.29669 1.44140 5.77337
H 1.30270 1.64548 4.01408
H -0.10637 2.15666 4.94687
H -3.86074 1.85967 1.27705
H -2.78407 4.17282 1.23531
H -1.47148 3.51678 2.23969
H -1.72130 2.91057 0.58352
H -4.40175 3.67954 2.99679
H -4.67684 2.03661 3.58713
H -3.20994 2.92062 4.07250
H -4.85254 -0.79788 2.33076
H -6.50649 -1.49815 0.57501
H -5.75506 -1.75885 -1.79069
H -3.36417 -1.32052 -2.41986
H -1.73764 -0.62301 -0.62608
H -1.48744 -2.85144 2.01356
H -0.35823 -2.46661 3.45641
C 0.36646 -1.36823 -5.03798
N 1.35102 -1.68382 -4.00532
C 2.73252 -1.52332 -4.45468
C 1.00667 -2.13290 -2.71964
C 0.63214 -3.48438 -2.51001
C 0.44560 -3.96231 -1.23223
C 0.61047 -3.14011 -0.06788
C 0.71665 -3.71101 1.26043
C 1.30354 -4.99363 1.43529
C 1.03950 -5.63032 2.72064
O 0.26997 -5.18661 3.58402
N 1.70719 -6.83003 2.97460
C 1.38625 -7.49264 4.21482
C 2.61883 -7.45310 2.11565
O 3.17117 -8.52017 2.39083
N 2.86888 -6.78140 0.91683
C 3.91872 -7.38676 0.12224
C 2.45026 -5.46150 0.62273
O 3.02992 -4.82862 -0.23210
C 0.76464 -1.74761 -0.33744
C 1.02245 -1.26819 -1.60600
H -0.64621 -1.51299 -4.63538
H 0.47204 -0.31652 -5.37456
H 0.49986 -2.01226 -5.93022
H 3.40925 -1.84706 -3.65011
H 2.92658 -2.13248 -5.36206
H 2.95070 -0.46709 -4.71253
H 0.58201 -4.16921 -3.36328
H 0.23645 -5.02796 -1.07007
H 0.77314 -3.15687 2.23698
H 2.03306 -8.37070 4.28666
H 1.55610 -6.78958 5.04429
H 0.32176 -7.78197 4.20936
H 3.97801 -6.85814 -0.83253
H 4.88172 -7.31080 0.66176
H 3.67930 -8.45072 -0.01918
H 0.78000 -1.07093 0.51107
H 1.26152 -0.22253 -1.78718